1.
# C5H5Cl4N

A structure of composition C5H5Cl4N (ωB97M-V/def2-TZVPD, the Open Molecules 2025 dataset).

Values from the calculation:
molar mass	220.914	g/mol
charge	0
multiplicity	1
energy relative to the best compared isomer or geometry (same formula, charge and spin)	193.3	kJ/mol
strongest force on any atom	5.08	eV Å⁻¹

Last column: Löwdin charge in e.
Cartesian coordinates (Å):
C 0.5032 -1.1941 1.1745  -0.33
C -2.0995 -0.0863 -0.3794  -0.10
C -0.8683 0.5568 0.0342  -0.27
C 0.2834 -0.4743 -0.0104  -0.84
C 2.0461 0.5620 -0.1630  -1.64
N 0.7086 -1.8305 2.1003  0.21
Cl 0.4788 -1.3867 -1.3616  0.81
Cl 3.3431 -0.5420 -0.2833  0.60
Cl 2.2213 1.6174 1.2706  0.56
Cl 2.0029 1.3946 -1.6603  0.60
H -2.9247 0.5154 -0.6558  0.08
H -2.3082 -0.7360 0.4225  0.08
H -1.9130 -0.6828 -1.2889  0.06
H -0.5987 1.4729 -0.2661  0.06
H -0.8749 0.8135 1.0666  0.11

Forces on the atoms, in the same order (eV/Å):
0.0 -0.5 0.5
-0.4 -1.1 -1.9
1.7 -2.3 2.1
2.6 4.3 0.3
-2.0 -0.5 1.2
0.1 -0.4 0.8
-0.3 -2.0 -2.6
0.6 -1.0 0.6
-0.3 -0.3 -0.6
-0.6 1.0 -0.5
-0.8 1.0 0.3
-1.1 -1.1 0.7
-0.2 0.1 0.4
1.1 3.1 -2.7
-0.5 -0.1 1.4

***

2.
# C8H8O4

A structure of composition C8H8O4 (ωB97M-V/def2-TZVPD, the Open Molecules 2025 dataset).

Values from the calculation:
molar mass	168.148	g/mol
charge	0
multiplicity	1
energy relative to the best compared isomer or geometry (same formula, charge and spin)	554.4	kJ/mol
strongest force on any atom	7.28	eV Å⁻¹

Last column: Löwdin charge in e.
Cartesian coordinates (Å):
C 3.2643 -0.8493 0.1565  0.04
C 0.7631 0.1089 -0.5218  -0.32
C 0.7916 1.5374 -0.3614  0.03
C -0.3818 2.1570 0.1658  -0.10
C -1.5235 1.4839 0.1475  -0.13
C -1.6748 0.2013 -0.0076  -0.08
C -3.0862 -0.4569 -0.2064  -0.53
C -0.4570 -0.5450 -0.2568  -0.13
H 3.5115 -1.9286 0.4013  0.06
H 4.2411 -0.2475 -0.6941  0.19
H 3.1772 -0.4132 1.2367  0.08
H 1.8579 2.0812 -0.1566  0.16
H -0.4492 3.2370 0.3287  0.11
H -2.4843 2.0884 0.5147  0.18
H -2.1167 -2.1937 0.5659  0.28
H 0.3845 -2.2316 -0.2506  0.16
O 1.8396 -0.6246 -0.7025  -0.15
O -3.0456 -1.6972 -0.0407  0.08
O -4.1252 0.1829 -0.4784  0.06
O -0.4864 -1.8904 0.1597  -0.01

Forces on the atoms, in the same order (eV/Å):
0.5 2.7 -1.0
-1.3 2.2 2.2
1.3 0.5 2.4
3.9 1.7 -2.1
-5.3 4.4 2.4
0.2 -4.7 -2.2
-0.4 5.0 0.5
-1.5 0.6 1.5
-0.9 1.0 -1.4
-3.4 -2.1 3.1
0.0 0.1 -2.4
-2.7 -1.4 -1.1
0.5 -0.4 0.2
1.9 -1.4 -1.2
-3.3 2.8 -3.2
-1.8 0.1 1.1
4.4 -3.1 0.2
2.1 -6.3 2.8
3.0 -1.6 0.5
2.8 0.2 -2.2

***

3.
# C8H9FIN

A structure of composition C8H9FIN (ωB97M-V/def2-TZVPD, the Open Molecules 2025 dataset).

Values from the calculation:
molar mass	265.069	g/mol
charge	0
multiplicity	1
energy relative to the best compared isomer or geometry (same formula, charge and spin)	103.7	kJ/mol
strongest force on any atom	4.51	eV Å⁻¹

Last column: Löwdin charge in e.
Cartesian coordinates (Å):
C -1.1941 -0.1555 1.0895  -0.06
C -0.9878 0.2367 2.4072  -0.15
C 1.1072 0.9673 1.9463  -0.11
C -0.1637 0.0634 0.2111  -0.07
C 1.0276 0.6464 0.5844  -0.24
C 2.1583 0.9329 -0.3452  -0.05
C -1.4652 -1.6235 -1.6914  -0.14
C -0.4944 -0.4858 -1.6325  -0.81
N 0.1435 0.7738 2.8206  0.06
F 0.7041 -0.8413 -2.1416  -0.06
I -1.1920 1.3039 -2.6309  0.83
H -2.1271 -0.6038 0.7954  0.10
H -1.7607 0.1079 3.1516  0.10
H 2.0130 1.4096 2.3391  0.11
H 1.8060 1.4951 -1.2081  0.06
H 2.9298 1.5083 0.1589  0.08
H 2.5945 0.0040 -0.7090  0.08
H -1.0961 -2.4497 -1.0827  0.09
H -1.5557 -1.9680 -2.7230  0.08
H -2.4472 -1.3217 -1.3397  0.07

Forces on the atoms, in the same order (eV/Å):
0.1 0.1 0.4
-0.3 -0.2 -0.3
0.2 0.0 -0.6
-1.0 -1.3 -4.2
-0.1 0.1 0.4
0.1 -0.1 -0.1
0.0 0.0 -0.1
0.7 1.6 4.0
0.0 0.2 0.7
0.1 -0.1 -0.2
0.1 -0.3 0.1
-0.1 -0.1 -0.1
-0.1 0.0 0.1
0.2 0.1 0.0
0.1 0.0 -0.1
0.1 0.0 0.0
0.1 0.0 -0.1
0.0 0.0 0.0
0.0 0.1 0.0
0.0 0.0 0.0

***

4.
# C2H2BO5

The ion C2H2BO5 with charge -1 (ωB97M-V/def2-TZVPD, the Open Molecules 2025 dataset).

Values from the calculation:
SMILES	O=C([O-])C(=O)B(O)O
molar mass	116.845	g/mol
charge	-1
multiplicity	1
energy relative to the best compared isomer or geometry (same formula, charge and spin)	105.6	kJ/mol
strongest force on any atom	4.35	eV Å⁻¹

Last column: Löwdin charge in e.
Cartesian coordinates (Å):
B -0.8489 -0.3172 -0.0203  -0.63
C 0.7173 -0.7554 0.0115  -0.17
C 1.5912 0.5412 -0.2518  -0.66
O 2.3830 0.8776 -1.1348  -0.02
O 1.2173 1.2087 0.7288  -0.03
O 1.0515 -1.6694 0.7680  0.03
O -1.7166 -1.1516 -0.6430  0.21
O -1.2523 0.8361 0.5022  0.18
H -2.5997 -1.0568 -0.5458  0.03
H -0.5427 1.4868 0.5852  0.08

Forces on the atoms, in the same order (eV/Å):
1.0 -0.7 -0.7
-0.1 1.2 1.2
1.0 -0.7 -0.6
-0.3 -0.8 -0.3
-0.2 1.3 1.2
0.1 0.0 -1.1
3.7 -1.7 -0.7
-1.9 0.9 0.0
-4.2 0.9 0.6
0.8 -0.3 0.5